Entry 1:
78
Properties=species:S:1:pos:R:3:forces:R:3 method="wB97M-V/def2-TZVPD" s_squared=2.03 orbital_gap_ev="5.5 / 7.2" charge=+1 multiplicity=3 lumo_ev="-3.7 / -4.1"
W -0.90278 -0.39795 1.15910 -0.4937 0.1950 2.8893
O -0.53990 0.75346 -0.38128 0.7802 0.1513 -1.0328
N -1.44675 -1.70191 -0.35872 -0.1604 -0.4270 0.0936
N -0.42051 -2.00550 -0.97128 -0.0018 -0.5953 -0.5583
O 0.72448 -1.16001 1.46844 -0.1297 0.4741 0.5686
C -0.07581 -3.24281 -1.55226 -0.1772 0.2078 0.2386
C 1.21555 -3.42774 -2.03404 0.1177 0.0001 -0.0782
C 1.56494 -4.64274 -2.59881 -0.0033 0.0288 -0.0077
C 0.63032 -5.66579 -2.69551 -0.0066 0.0053 0.0092
C -0.65760 -5.47238 -2.21130 -0.0208 0.0364 0.0149
C -1.01681 -4.26800 -1.63034 -0.0651 -0.1054 0.0111
H 1.94376 -2.63049 -1.95804 -0.0016 0.0031 0.0157
H 2.57224 -4.79288 -2.96406 -0.0082 0.0081 -0.0098
H 0.90493 -6.61090 -3.14368 0.0003 0.0050 0.0072
H -1.38804 -6.26719 -2.28359 0.0019 0.0001 0.0082
H -2.01147 -4.10458 -1.23743 -0.0033 -0.0191 -0.0135
C 2.40661 -2.60086 3.45551 0.1590 -0.0276 -0.1746
Sb 1.88951 -0.55616 3.14754 0.1018 -0.3181 -0.0375
C 0.60065 -0.63461 4.83677 -0.0868 0.1073 -0.0134
C -1.91187 -1.83962 2.48346 -0.6255 0.0060 -0.4199
H 1.50364 -3.13303 3.75040 0.0063 -0.0344 0.0032
H 3.14268 -2.67289 4.25844 -0.0251 0.0008 -0.0045
H 2.81890 -3.04846 2.55297 0.0270 0.0019 0.0202
H -0.35479 -1.07209 4.55563 0.0128 -0.0608 0.0416
H 0.43408 0.36888 5.21838 -0.0337 -0.0070 0.0221
H 1.08978 -1.25614 5.58784 -0.0181 -0.0201 0.0003
H -2.37651 -1.44728 3.38889 0.1480 0.0945 0.0476
H -1.18839 -2.61163 2.75590 0.1034 0.0844 0.0462
H -2.70058 -2.36096 1.93743 -0.0200 -0.0085 -0.0004
Se -0.82684 1.45858 2.57217 -0.1136 -0.5610 -0.0033
C 0.25431 4.05447 -1.10348 0.0390 0.0491 0.2921
Si -0.05109 2.95543 -2.56411 -0.0607 0.3041 -0.2511
C -1.85691 2.55532 -2.65911 -0.2164 -0.1800 0.1103
C 0.40534 3.85682 -4.12844 0.0992 0.1094 -0.1107
C 1.05087 1.41133 -2.63266 0.0111 -0.4794 -0.0421
Te 1.24982 0.25526 -0.88295 0.3249 1.2748 -1.6846
C 2.53007 1.69918 -0.02482 0.2154 -0.3469 0.0650
Si 4.28648 0.96325 -0.27403 0.0161 -0.0092 0.1469
C 4.61280 0.92285 -2.10669 -0.0142 0.1007 -0.1777
C 5.50901 1.98940 0.65194 0.1659 0.2730 -0.0019
C 4.40779 -0.80038 0.34633 -0.1594 -0.1344 0.0883
H -0.45003 4.88797 -1.17835 0.0286 0.0066 0.0126
H 1.25796 4.48404 -1.07971 -0.0127 0.0021 0.0024
H 0.05930 3.55219 -0.15184 0.0206 0.0126 -0.0140
H -2.39105 3.47844 -2.90000 -0.0177 -0.0373 -0.0329
H -2.23916 2.18515 -1.70745 0.0013 -0.0037 -0.0227
H -2.08584 1.82284 -3.43674 -0.0073 0.0196 0.0001
H -0.17098 4.78336 -4.19956 0.0133 -0.0285 -0.0231
H 0.17858 3.25844 -5.01411 0.0178 0.0223 0.0031
H 1.46386 4.12671 -4.16372 -0.0247 -0.0145 -0.0110
H 2.05700 1.67408 -2.96563 -0.0031 -0.0155 0.0128
H 0.61175 0.74516 -3.38204 0.1091 -0.0080 -0.0477
H 2.30043 1.87656 1.02576 -0.0632 -0.0796 0.0015
H 2.41053 2.61461 -0.59902 -0.0780 0.0631 0.0787
H 4.56015 1.91586 -2.56071 0.0067 -0.0266 -0.0071
H 3.91602 0.27260 -2.64553 0.0504 -0.0192 -0.0055
H 5.61572 0.52841 -2.28585 -0.0136 0.0117 -0.0119
H 5.52883 3.02570 0.30786 -0.0015 -0.0130 0.0386
H 6.51335 1.57856 0.51876 -0.0233 0.0068 0.0295
H 5.28266 1.98751 1.72020 0.0121 0.0118 -0.0064
H 3.47922 -1.37795 0.31024 0.0214 -0.0082 -0.0107
H 4.76737 -0.82478 1.37671 0.0052 -0.0160 0.0030
H 5.13298 -1.33533 -0.27206 0.0284 0.0011 0.0505
N -5.61294 1.79980 3.84170 0.0104 -0.1199 -0.0322
C -6.18095 1.11381 2.81611 -0.0024 0.1132 0.1116
O -7.33833 0.75671 2.80942 -0.0189 0.0238 -0.0185
C -5.28403 0.79467 1.65345 -0.0156 -0.0955 0.0165
C -5.85242 0.65819 0.39289 -0.0300 0.0126 -0.0129
C -5.03893 0.31385 -0.66709 0.0160 0.0191 -0.0333
C -3.69392 0.08574 -0.43147 -0.0083 0.0588 -0.0560
N -3.14460 0.19117 0.78191 0.0830 -0.1812 -0.0838
C -3.93767 0.54098 1.80477 0.0156 0.0529 -0.0296
H -6.19483 2.03204 4.62896 -0.0156 0.0130 -0.0092
H -4.70310 2.21804 3.77405 -0.0102 0.0233 -0.0206
H -6.91628 0.81800 0.27571 0.0033 -0.0072 -0.0009
H -5.43002 0.20651 -1.66867 0.0028 0.0096 0.0039
H -3.03036 -0.20403 -1.23274 0.0090 0.0130 -0.0027
H -3.46219 0.59513 2.77327 0.0067 -0.0101 0.0097

=====

Entry 2:
83
Properties=species:S:1:pos:R:3:forces:R:3 method="wB97M-V/def2-TZVPD" smiles="NB(O)c1cc(Br)c2ncc(CCCS)nc2c1.CCOP(=O)(OCC)OCC.CCOP(=O)(OCC)OCC" orbital_gap_ev=7.5 lumo_ev=-1.3
N 2.44863 3.12025 5.25657 -2.2118 1.3325 -1.6048
B 1.56214 3.02691 4.06739 -0.0520 0.3075 -0.5547
O 1.41406 4.08582 3.08581 -0.2768 -2.0304 1.5603
C 0.72828 1.63976 3.83472 -1.6039 -4.4949 -1.4733
C -0.75661 1.41506 4.35032 0.8947 -3.5284 -1.8892
C -1.46344 0.07321 4.06355 2.7950 1.8194 -0.4270
Br -3.31499 -0.17928 4.78716 1.9622 0.2710 -0.8117
C -0.80832 -1.11428 3.23769 -0.1163 1.8229 1.0535
N -1.61502 -2.28991 3.05108 5.5627 -0.3334 -2.6914
C -0.87185 -3.22318 2.27261 0.0688 1.4895 0.6267
C 0.56790 -3.03686 1.70811 -0.2198 1.8985 0.8583
C 1.18809 -4.21988 0.81009 -0.0724 -0.0950 1.2398
C 2.74395 -4.04048 0.47176 -0.2982 -0.9972 -0.9985
C 3.09303 -2.80891 -0.49583 -0.2779 1.8444 1.6906
S 3.31576 -3.26513 -2.28163 -0.1695 0.6598 0.0574
N 1.34639 -1.87134 1.95683 -4.6207 -1.7386 1.0524
C 0.63661 -0.89214 2.73593 -0.4113 1.0928 0.5390
C 1.36850 0.46835 3.04788 -2.6694 1.0397 1.4212
H 1.95173 2.66879 6.03761 0.7655 0.2537 -0.3184
H 2.58571 4.13583 5.43545 0.2218 -1.0852 0.2424
H 0.67049 3.86777 2.47973 0.9100 0.1345 0.5505
H -1.29667 2.23428 4.92736 0.7772 -1.3590 -0.8577
H -1.39640 -4.22459 2.03652 0.8992 1.8475 0.4593
H 0.52321 -4.43173 -0.10479 1.1061 0.6132 1.2485
H 1.10756 -5.17205 1.46884 0.0597 1.4721 -1.0636
H 3.06228 -5.00075 -0.09827 -0.5450 1.4197 0.9935
H 3.35183 -4.06201 1.44833 -0.9520 0.4753 -1.5685
H 2.26140 -2.00402 -0.45741 1.3289 -1.4983 0.0527
H 4.01974 -2.28566 -0.03781 -1.3551 -0.9043 -1.1191
H 3.04706 -2.06126 -2.96080 0.1967 -1.1091 1.1484
H 2.42574 0.63278 2.64565 -1.7111 -0.5385 0.6028
C -7.09637 5.19403 6.71689 -0.0617 -0.1139 -0.0474
C -6.39199 6.53636 6.75397 -0.3329 0.0481 0.3112
O -5.00576 6.39165 6.48122 -0.7200 -0.5916 -0.8833
P -4.42036 6.57876 4.93623 3.5260 3.3921 7.7055
O -5.06963 7.93822 4.65588 -0.8794 -2.9061 -3.1081
O -2.91930 7.16237 5.32262 -0.2260 -0.9620 -1.1505
C -2.45367 8.37334 4.73717 0.0390 0.4540 0.0327
C -2.67812 9.53713 5.68601 -0.0050 0.0626 0.2256
O -3.69824 5.03525 5.11579 -1.3563 0.9582 -3.1411
C -4.43065 3.86624 4.79428 -0.1069 -0.7418 0.0442
C -5.16055 3.95521 3.46968 0.1592 0.0142 -0.0749
H -7.12179 4.79857 5.69774 -0.0584 0.0016 0.0010
H -8.12857 5.28968 7.06560 0.0840 -0.0026 -0.0328
H -6.57874 4.46391 7.34382 -0.0586 0.0967 0.0252
H -6.87329 7.23182 6.06253 0.1763 0.0570 -0.0096
H -6.47838 6.96002 7.75638 0.1299 0.0392 -0.0126
H -2.92697 8.54629 3.76731 -0.0587 0.0505 0.1772
H -1.38163 8.25977 4.54915 -0.0818 -0.1799 0.0801
H -3.70052 9.55868 6.07069 0.0221 -0.0381 -0.2595
H -2.47041 10.48771 5.18980 0.0215 -0.0346 0.0256
H -2.02248 9.44742 6.55624 0.0279 0.0119 -0.1021
H -5.11334 3.62428 5.61088 -0.1074 0.1034 0.0169
H -3.70956 3.04383 4.74373 0.0390 0.1737 0.0432
H -5.89914 4.76339 3.47413 -0.1224 0.0169 0.0705
H -5.68002 3.01803 3.25692 0.0037 0.1037 -0.0101
H -4.45818 4.16019 2.65682 -0.0270 -0.0743 0.0637
C 2.99041 -5.60550 -5.02564 0.0673 0.0340 0.0206
C 2.49113 -6.33227 -6.25909 -0.1856 -0.2261 0.3619
O 2.37660 -5.44360 -7.36087 1.1492 0.0864 0.5421
P 3.62075 -5.27924 -8.45129 -8.9177 -0.8368 -1.8352
O 3.80511 -6.77136 -8.74798 3.7391 1.9129 1.1155
O 2.71386 -4.93061 -9.79238 1.3371 0.6623 0.2800
C 2.89328 -5.68128 -10.98816 -0.1273 -0.3491 -0.2479
C 1.84099 -6.77112 -11.08845 -0.2245 -0.0550 0.0490
O 3.54588 -3.59385 -8.15032 3.1628 -1.5462 -0.4970
C 4.28525 -3.03002 -7.08241 0.1197 0.5442 0.4722
C 5.71958 -3.51421 -7.01837 0.0307 0.0721 -0.1561
H 4.03053 -5.29359 -5.15521 0.0223 -0.0343 0.0600
H 2.94195 -6.25578 -4.14765 0.0046 0.0766 -0.0583
H 2.39634 -4.70902 -4.83321 -0.0316 -0.1349 0.0246
H 3.14223 -7.18008 -6.48448 -0.0549 0.0471 -0.1778
H 1.49336 -6.72978 -6.06320 -0.0377 0.0399 -0.1280
H 3.90505 -6.09073 -11.04495 -0.1594 -0.0747 0.0806
H 2.78402 -4.99246 -11.83140 -0.0183 0.1035 0.1863
H 1.76948 -7.35528 -10.16790 0.2452 0.0432 -0.0869
H 2.06151 -7.44814 -11.91673 -0.0231 0.0401 0.0093
H 0.85412 -6.33002 -11.25184 0.0861 0.0061 -0.0633
H 3.76228 -3.20575 -6.14033 -0.0016 -0.1695 0.0441
H 4.28621 -1.94575 -7.23511 -0.1058 -0.1307 -0.1547
H 5.76914 -4.59638 -6.86082 -0.0322 -0.0743 0.1182
H 6.25113 -3.02457 -6.19909 -0.0098 -0.1021 -0.0490
H 6.24067 -3.29708 -7.95503 -0.0456 0.0446 0.0799

=====

Entry 3:
79
Properties=species:S:1:pos:R:3:forces:R:3 method="wB97M-V/def2-TZVPD" s_squared=6.02 orbital_gap_ev="8.6 / 4.4" charge=+2 multiplicity=5 de_lowest_kj_mol=49.6 lumo_ev="-5.4 / -9.6"
Pd -2.07140 1.88127 -1.10571 0.2978 0.5994 0.1507
C -3.00305 4.86364 -0.25479 -0.0429 0.0267 0.0281
C -1.75555 4.78196 0.60397 0.0175 0.0252 -0.0038
S -0.57644 3.48723 0.09156 -0.0210 -0.0650 0.0444
C -0.19227 2.73507 1.68932 -0.1391 -0.0719 0.0281
C -1.33549 1.96657 2.34984 0.1109 0.0279 -0.1140
S -2.28720 0.86235 1.24562 0.0893 -0.1072 -0.2255
C -3.98244 1.39909 1.58281 -0.0640 -0.0417 0.0719
C -4.30074 2.84980 1.27073 -0.0518 0.0450 -0.0096
S -3.92299 3.31041 -0.44713 0.0178 0.0188 -0.1071
H -2.76586 5.16437 -1.27524 -0.0071 -0.0093 -0.0188
H -3.69110 5.60600 0.15258 0.0177 0.0099 -0.0057
H -2.00090 4.61084 1.65037 0.0082 0.0049 0.0043
H -1.22236 5.73141 0.54904 -0.0219 0.0103 0.0055
H 0.14758 3.53348 2.35142 0.0017 -0.0100 -0.0010
H 0.65544 2.08587 1.48651 0.0090 -0.0372 0.0156
H -2.05272 2.63837 2.81888 0.0142 -0.0078 0.0040
H -0.92662 1.32417 3.13012 0.0241 0.0226 0.0109
H -4.19347 1.19629 2.63380 -0.0323 0.0008 -0.0069
H -4.60684 0.72441 0.99513 -0.0267 -0.0012 -0.0015
H -3.77119 3.53113 1.93286 -0.0090 0.0023 0.0057
H -5.36776 3.02157 1.41292 -0.0008 0.0077 0.0152
Br 1.91819 3.81766 -4.92953 0.0024 0.0025 0.0010
C 0.10752 3.78372 -4.45308 0.1412 -0.0651 0.0846
C -0.85834 4.37364 -5.24790 0.0308 0.0826 -0.1452
C -2.18153 4.30099 -4.85147 -0.1654 -0.0083 0.0498
C -2.49802 3.64791 -3.67629 0.1412 -0.0586 0.0361
N -1.55386 3.09506 -2.90101 -0.0392 -0.0699 -0.1283
C -0.27243 3.14911 -3.28284 -0.1479 0.0203 0.0306
H -0.57967 4.87371 -6.16565 0.0011 -0.0019 -0.0018
H -2.96704 4.73530 -5.45348 0.0032 0.0021 -0.0010
H -3.52617 3.53626 -3.35570 0.0043 -0.0023 0.0129
H 0.46326 2.66729 -2.65134 -0.0158 -0.0048 0.0133
O -1.00500 0.12483 -2.56651 -0.1449 -0.1250 0.1429
S -2.31973 -0.31488 -2.98337 0.2003 0.2664 -0.1468
O -3.30252 0.76764 -2.93513 -0.0783 -0.1293 0.1830
O -2.44489 -1.32037 -3.96464 -0.0930 -0.0769 0.0499
S -3.09894 -1.17631 -1.10428 0.0229 -0.3233 -0.0395
C 0.94557 -3.41643 -1.70981 -0.0260 -0.0506 -0.0375
C 0.57871 -3.34764 -0.22265 0.0350 0.0507 0.0357
C -0.89118 -2.89549 -0.15214 -0.0941 0.0686 -0.0409
C 0.65378 -4.76258 0.37911 -0.0155 -0.0262 -0.0508
Si 1.75109 -2.15538 0.72289 0.0464 0.0970 0.0116
Br 0.99710 -0.05972 0.01715 0.0163 -0.0473 -0.0187
C 1.46216 -2.12384 2.61511 0.0220 0.0015 -0.0399
C -0.02708 -2.26469 2.95959 0.0171 -0.0211 0.0169
C 1.93876 -0.81445 3.26265 -0.0055 -0.0225 0.0170
C 2.21753 -3.29987 3.26475 -0.0169 0.0153 -0.0025
C 3.57350 -2.21235 0.15657 -0.0444 0.0550 0.0530
C 4.06665 -3.67000 0.19366 0.0214 -0.0072 0.0125
C 4.46712 -1.37583 1.08695 -0.0201 -0.0089 -0.0018
C 3.77959 -1.65234 -1.25942 -0.0136 -0.0311 -0.0268
H 0.22247 -4.05633 -2.22547 0.0126 0.0038 -0.0015
H 1.92897 -3.85341 -1.87087 -0.0056 -0.0032 -0.0052
H 0.92215 -2.43429 -2.18723 -0.0026 0.0145 0.0094
H -1.50055 -3.57027 -0.76551 0.0135 -0.0090 0.0065
H -0.95019 -1.86907 -0.56992 0.0080 -0.0415 0.0002
H -1.30599 -2.87274 0.85270 -0.0129 -0.0166 -0.0320
H 0.04256 -5.44191 -0.22213 0.0112 -0.0074 0.0153
H 0.28224 -4.80249 1.40241 -0.0086 -0.0088 -0.0020
H 1.67224 -5.15259 0.37366 0.0005 -0.0011 -0.0048
H -0.63346 -1.48792 2.48320 0.0009 0.0049 0.0015
H -0.14978 -2.16576 4.04198 0.0021 0.0005 0.0080
H -0.42876 -3.23878 2.68202 -0.0141 0.0159 0.0296
H 1.37395 0.04335 2.89023 -0.0092 0.0084 -0.0048
H 2.99381 -0.61081 3.10461 0.0332 0.0021 -0.0110
H 1.77483 -0.87987 4.34215 0.0030 0.0013 0.0049
H 1.92607 -4.26534 2.84778 0.0160 0.0090 0.0157
H 1.98750 -3.32487 4.33345 0.0005 0.0010 0.0042
H 3.29839 -3.20266 3.16941 -0.0007 0.0099 -0.0010
H 3.93321 -4.13491 1.17213 0.0084 -0.0152 -0.0148
H 5.13731 -3.68263 -0.02763 -0.0065 -0.0092 -0.0003
H 3.57773 -4.29547 -0.55313 -0.0054 -0.0066 -0.0037
H 4.50928 -1.76856 2.10145 -0.0007 -0.0105 0.0231
H 4.15157 -0.33118 1.12751 -0.0104 0.0071 0.0031
H 5.48691 -1.39186 0.69326 -0.0051 -0.0057 0.0019
H 3.19184 -2.16350 -2.01789 0.0152 0.0157 -0.0115
H 4.83320 -1.77480 -1.52549 -0.0065 -0.0003 0.0052
H 3.55173 -0.58758 -1.30947 -0.0135 0.0090 0.0040

=====

Q: Which energy values were calculated for the entries above? A: -4901.90546; -5423.22631; -8738.43803, in Eh.